A cluster of 12 separate species, BF4H22O11 in total, computed with ωB97M-V with the def2-TZVPD basis set.

Structure (XYZ):
```
38
Properties=species:S:1:pos:R:3:forces:R:3
B 25.8987 10.5811 -23.2426 -0.44 0.13 0.23
F 26.9964 11.0212 -22.4631 0.28 -0.11 -0.18
F 25.5831 11.5532 -24.1932 0.03 -0.16 0.10
F 26.2072 9.3748 -23.9095 0.39 0.20 -0.04
F 24.8394 10.3558 -22.3565 0.25 0.13 -0.08
O 22.2385 10.2255 -23.0797 -0.20 -0.20 0.02
H 23.0776 9.7796 -22.9082 -0.20 0.14 -0.01
H 22.4843 11.1191 -23.3394 -0.04 0.00 -0.15
O 28.0601 13.1163 -23.9178 0.11 -0.04 0.12
H 28.9637 12.8347 -24.0809 0.01 0.04 -0.01
H 27.6488 12.3818 -23.4302 0.04 0.16 -0.07
O 24.0598 13.2386 -22.1794 0.25 -0.25 0.22
H 24.5142 13.6454 -21.4368 -0.10 0.17 -0.04
H 24.4861 12.3713 -22.2561 -0.24 0.03 0.01
O 28.2563 7.7498 -22.6571 0.18 -0.03 0.09
H 28.9682 8.3913 -22.5792 -0.03 0.03 0.01
H 27.4642 8.2864 -22.7761 0.12 -0.04 -0.10
O 24.6305 8.5151 -26.8461 -0.28 -0.23 0.09
H 25.3590 8.1339 -27.3417 0.09 0.12 0.00
H 25.0141 9.3036 -26.4472 -0.07 -0.10 -0.17
O 25.7101 12.6478 -27.4775 -0.19 -0.05 0.11
H 25.9621 11.9031 -26.9103 0.07 0.11 -0.27
H 25.5205 13.3707 -26.8652 0.21 0.11 0.04
O 22.9001 13.1339 -24.8102 -0.17 -0.19 0.06
H 23.6387 12.6962 -25.2461 0.02 0.02 -0.01
H 23.1830 13.2203 -23.8894 0.14 0.29 -0.08
O 26.9123 10.1889 -26.6565 0.27 -0.03 0.24
H 26.8991 10.1191 -25.6917 -0.02 -0.10 0.05
H 27.8454 10.2278 -26.8844 -0.03 0.08 -0.10
O 26.3222 14.7907 -25.4660 -0.05 0.04 0.09
H 26.9549 15.3537 -25.9189 0.01 -0.02 -0.05
H 26.8672 14.2092 -24.9077 -0.02 -0.01 -0.07
O 28.9201 11.9010 -19.9107 0.02 0.00 0.07
H 28.4598 11.0664 -20.0475 -0.03 0.02 -0.08
H 28.3320 12.5585 -20.2945 0.00 -0.03 -0.08
O 24.9740 7.1467 -22.8342 0.10 -0.03 0.17
H 24.9906 6.7297 -23.7004 -0.04 0.07 -0.05
H 25.4839 7.9598 -22.9580 -0.43 -0.27 -0.09
```
Forces are in eV/Å.

* Kohn-Sham gap: 10.01 eV
* charge: -1
* HOMO energy: -0.2854 Ha
* relative energy (zero: lowest compared OMol25 entry of this formula, charge and spin): 5.9 kcal/mol
* F_max: 0.52 eV/A